Record 1
Here is a molecular structure, C2H4NO7PS from the OMol25 dataset. Energies are from the ωB97M-V functional and the def2-TZVPD basis.

Summary:
- charge = -2
- HOMO-LUMO gap (eV) = 7.5
- E_LUMO (eV) = 6.060

Geometry (Å):
S (-2.026, 1.198, 0.250)
P (0.493, 1.381, 1.077)
O (2.532, -0.933, 0.261)
O (0.335, 0.908, 2.466)
C (0.891, -2.073, -1.064)
O (-1.594, 0.065, 1.018)
N (0.557, 0.123, -0.165)
C (1.416, -0.883, -0.233)
O (-3.246, 1.847, 0.715)
O (-0.820, 2.217, 0.459)
O (-2.091, 0.890, -1.182)
H (0.647, -1.754, -2.078)
H (-0.018, -2.442, -0.588)
O (1.625, 2.303, 0.778)
H (1.642, -2.865, -1.094)
H (-0.342, 0.020, -0.621)

Here are the Löwdin charges for atoms 1 to 5, given in e: S 0.31; P 0.25; O -0.01; O -0.34; C -0.02

Record 2
Here is C2H4NP in the gas phase from the OMol25 dataset. Energies are from the ωB97M-V functional and the def2-TZVPD basis.

Summary:
- charge = 0
- HOMO-LUMO gap (eV) = 7.6
- E_LUMO (eV) = -0.971
- SMILES = [H]/P=N/C=C

Geometry (Å):
H (-1.523, 1.836, -0.783)
H (-1.635, 0.035, -0.221)
H (1.523, -2.859, 0.708)
N (0.937, -0.462, 0.232)
C (0.320, 0.732, -0.138)
P (0.423, -1.813, 0.948)
C (-0.990, 0.920, -0.440)
H (0.946, 1.611, -0.306)

Here are the Löwdin charges for atoms 1 to 5, given in e: H 0.06; H 0.04; H -0.14; N -0.40; C -0.38

Record 3
Here is a molecular structure, C2H4NP from the OMol25 dataset. Energies are from the ωB97M-V functional and the def2-TZVPD basis.

Summary:
- charge = 0
- HOMO-LUMO gap (eV) = 9.2
- E_LUMO (eV) = 0.338

Geometry (Å):
C (0.255, -1.463, 0.161)
N (0.191, 0.164, 1.133)
P (-1.031, -0.243, 0.109)
H (-2.330, -0.211, 0.673)
H (2.202, -0.412, 0.466)
H (-0.944, 0.552, -0.886)
H (1.166, 0.399, -0.801)
C (1.095, -0.202, 0.066)

Here are the Löwdin charges for atoms 1 to 5, given in e: C -0.16; N -0.21; P 0.77; H 0.00; H 0.14

Record 4
Here is C2H4NP in the gas phase from the OMol25 dataset. Energies are from the ωB97M-V functional and the def2-TZVPD basis.

Summary:
- charge = 0
- HOMO-LUMO gap (eV) = 8.7
- E_LUMO (eV) = 0.010
- SMILES = C=C1NP1

Geometry (Å):
H (0.686, -1.348, -0.964)
C (-1.356, 0.521, -0.115)
N (0.747, -0.882, -0.055)
P (2.044, 0.270, -0.015)
C (-0.098, 0.215, -0.187)
H (2.038, 0.139, 1.402)
H (-1.884, 1.403, 0.050)
H (-2.179, -0.318, -0.117)

Here are the Löwdin charges for atoms 1 to 5, given in e: H 0.07; C -0.04; N -0.39; P 0.82; C -0.44

Record 5
Here is C2H4NP in the gas phase from the OMol25 dataset. Energies are from the ωB97M-V functional and the def2-TZVPD basis.

Summary:
- charge = 0
- HOMO-LUMO gap (eV) = 10.6
- E_LUMO (eV) = 0.452
- SMILES = N#CCP

Geometry (Å):
H (0.287, 1.015, 0.181)
H (-1.793, 0.454, -0.741)
H (0.269, -0.046, -1.120)
P (-1.580, -0.553, 0.260)
H (-1.970, 0.233, 1.402)
C (1.675, -0.453, 0.106)
N (2.836, -0.582, -0.016)
C (0.276, -0.069, -0.072)

Here are the Löwdin charges for atoms 1 to 5, given in e: H 0.08; H -0.10; H 0.03; P 0.77; H -0.12

Record 6
Here is 2 unconnected molecules or ions with the total composition C2H4NP from the OMol25 dataset. Energies are from the ωB97M-V functional and the def2-TZVPD basis.

Summary:
- charge = 0
- HOMO-LUMO gap (alpha / beta) (eV) = 7.5 / 8.0
- E_LUMO (alpha / beta) (eV) = -1.504 / -0.815

Geometry (Å):
P (1.472, 0.246, 0.222)
H (0.506, -0.946, -1.898)
C (-0.294, 0.384, -0.244)
N (-1.411, 0.974, -0.172)
H (0.680, 0.170, 2.750)
H (-1.406, 1.766, 0.534)
C (0.373, -0.792, -0.759)
H (0.081, -1.803, -0.433)

Here are the Löwdin charges for atoms 1 to 5, given in e: P 0.84; H 0.11; C -0.72; N 0.08; H 0.03

For each record above, in turn, the calculated maximum force values are 3.0; 1.9; 5.0; 4.3; 3.0; 3.6 eV Å⁻¹.
For each record above, in turn, the calculated energy above the lowest of the compared OMol25 structures with the same formula, charge and spin values are 0.0; 31.5; 114.0; 58.5; 19.2; 102.1 kcal/mol.